This record from the OMol25 dataset describes a cluster of 2 separate species, C18H24F10N2O3S2 in total. The level of theory is ωB97M-V/def2-TZVPD.

Geometry as XYZ:
```
59
Properties=species:S:1:pos:R:3:forces:R:3
C 5.591 -0.684 2.005 -0.14 0.45 0.33
C 4.358 0.197 2.121 -0.20 -0.06 -0.33
C 4.702 1.609 2.596 -0.03 -0.67 -0.09
C 3.525 0.163 0.817 -0.09 0.17 0.41
C 3.737 1.358 -0.103 0.50 -0.57 0.04
C 3.444 1.082 -1.574 -0.57 0.12 -0.44
C 4.209 2.026 -2.379 1.55 2.76 -1.17
N 4.799 2.890 -2.908 -1.34 -2.16 1.14
C 1.931 1.165 -2.009 0.36 -0.09 0.67
S 1.100 -0.443 -1.729 -0.37 -0.45 -0.31
C 1.883 1.291 -3.454 -0.30 0.01 -2.62
N 1.781 1.393 -4.608 0.20 -0.15 1.90
C 1.217 2.405 -1.437 0.09 -0.37 0.85
C 0.581 2.255 -0.047 -0.19 0.29 -0.36
C -0.899 1.899 -0.137 0.31 0.34 0.12
C -1.591 1.719 1.204 -0.34 -0.70 -0.74
C -1.180 0.471 1.980 -0.09 1.10 0.61
F -0.216 -0.247 1.382 0.16 -0.30 -0.11
F -0.659 0.872 3.180 0.09 -0.02 0.07
C -2.358 -0.453 2.390 0.08 -0.60 0.47
F -1.958 -1.203 3.434 -0.14 0.12 -0.35
F -3.408 0.276 2.789 0.28 -0.06 -0.09
S -2.917 -1.673 1.051 -0.58 -0.01 0.31
F -4.299 -0.928 0.847 -0.18 0.19 -0.04
F -2.299 -0.779 -0.086 0.25 0.23 -0.39
F -1.573 -2.463 1.206 0.46 -0.17 0.02
F -3.591 -2.583 2.147 -0.15 -0.15 0.19
F -3.357 -2.711 -0.051 -0.06 -0.18 -0.18
H 6.327 -0.236 1.346 0.20 0.00 -0.25
H 6.038 -0.789 2.985 0.30 -0.07 0.21
H 5.326 -1.669 1.652 0.00 -0.35 -0.18
H 3.732 -0.240 2.890 -0.22 -0.18 0.19
H 5.588 1.981 2.098 0.15 0.26 -0.16
H 3.869 2.273 2.425 -0.19 0.40 0.07
H 4.905 1.568 3.656 0.13 0.17 0.35
H 2.482 0.066 1.098 -0.32 0.09 0.04
H 3.763 -0.749 0.281 0.11 -0.25 -0.19
H 4.792 1.599 -0.055 0.29 0.16 -0.04
H 3.220 2.245 0.231 -0.17 0.24 0.09
H 3.785 0.096 -1.856 0.13 -0.40 0.04
H 1.439 -0.717 -0.464 0.12 0.36 0.03
H 0.443 2.719 -2.120 -0.14 0.17 -0.35
H 1.969 3.181 -1.376 0.14 0.36 -0.29
H 0.634 3.232 0.422 0.12 0.22 0.26
H 1.138 1.583 0.589 0.07 -0.29 0.10
H -1.387 2.739 -0.619 -0.18 0.22 -0.15
H -1.055 1.061 -0.797 -0.02 -0.40 -0.02
H -1.466 2.587 1.833 0.19 0.16 0.32
H -2.652 1.637 1.003 -0.28 0.08 0.03
O -8.601 -4.588 -3.481 -0.16 -0.10 -0.14
C -7.660 -4.032 -3.038 0.13 -0.01 -0.02
O -6.734 -4.600 -2.224 0.08 0.20 0.00
C -5.679 -3.653 -2.023 0.10 -0.19 0.18
C -6.373 -2.343 -2.310 0.06 0.03 -0.32
F -5.536 -1.430 -2.864 -0.07 -0.05 0.00
O -7.352 -2.720 -3.262 -0.05 0.00 0.34
H -4.875 -3.844 -2.736 -0.02 0.14 -0.07
H -5.288 -3.716 -1.014 -0.17 -0.16 0.05
H -6.865 -1.894 -1.446 0.06 0.12 -0.02
```
Positions in Å, forces in eV/Å.

Values from the calculation:
- Multiplicity: 1
- HOMO-LUMO gap: 0.37400 Ha
- SMILES string: CC(C)CC[C@H](C#N)[C@](S)(C#N)CCCCC(F)(F)C(F)(F)S(F)(F)(F)(F)F.O=C1OC[C@@H](F)O1
- E_LUMO: 0.063 eV